{"formula": "C43H64BrF4N4O19PS", "method": "ωB97M-V with the def2-TZVPD basis set", "symbols": ["C", "C", "C", "C", "O", "C", "C", "C", "N", "C", "C", "C", "F", "P", "N", "O", "C", "Br", "C", "C", "C", "O", "C", "N", "O", "C", "C", "C", "N", "C", "C", "O", "C", "C", "C", "C", "C", "C", "S", "O", "O", "C", "F", "F", "F", "H", "H", "H", "H", "H", "H", "H", "H", "H", "H", "H", "H", "H", "H", "H", "H", "H", "H", "H", "H", "H", "H", "H", "H", "H", "H", "H", "H", "H", "H", "H", "H", "H", "H", "H", "H", "H", "H", "H", "H", "C", "C", "C", "O", "C", "O", "O", "H", "H", "H", "H", "H", "H", "C", "C", "C", "O", "C", "O", "O", "H", "H", "H", "H", "H", "H", "C", "C", "C", "O", "C", "O", "O", "H", "H", "H", "H", "H", "H", "C", "C", "C", "O", "C", "O", "O", "H", "H", "H", "H", "H", "H"], "positions_angstrom": [[-1.010185, 1.956698, 4.341081], [-0.464608, 2.788774, 3.325526], [0.352078, 2.417814, 2.068724], [-0.358553, 1.845276, 0.760463], [0.512117, 1.092184, -0.014776], [1.828434, 1.128401, -0.384880], [2.238579, 1.599695, -1.884420], [2.062604, 0.528353, -3.024325], [3.305794, -0.243843, -3.357526], [2.448173, -0.368927, -0.265291], [1.485591, -1.552816, -0.627369], [1.842960, -2.782907, 0.327138], [3.065191, -3.392054, -0.063580], [3.201201, 2.050891, 0.627499], [3.215507, 3.762217, 0.190421], [4.742135, 1.478935, 0.179341], [-1.360874, 0.724002, 1.360000], [-2.353396, -0.328922, -0.007830], [-0.631743, -0.427005, 2.186988], [-1.826265, -1.178247, 2.987500], [-1.225749, 3.006398, -0.042215], [-2.598711, 2.795876, 0.354094], [-3.567846, 2.861270, -0.563552], [-4.365372, 3.205086, -1.331645], [-0.882331, 4.217384, 0.655492], [-1.897259, 5.175213, 0.876409], [-2.643754, 5.157436, 2.300580], [-3.884700, 6.165808, 2.139341], [-0.896750, 3.193927, -1.427228], [-1.045486, 2.136383, -2.420113], [-2.248276, 2.297443, -3.477258], [-2.423874, 3.278452, -4.165322], [-3.160935, 1.020065, -3.614735], [-2.467283, -0.296322, -3.734432], [-3.160932, -1.602360, -3.833878], [-4.660486, -1.590854, -3.812783], [-5.347432, -0.286638, -3.713073], [-4.634043, 1.025538, -3.620353], [-0.265114, 4.619554, -2.035494], [0.246878, 4.427742, -3.416992], [0.929193, 5.163106, -1.352537], [-1.521696, 6.010149, -2.323607], [-2.820518, 5.577264, -2.317535], [-1.296910, 7.083823, -1.468458], [-1.340324, 6.567468, -3.582707], [-2.137300, 1.816426, 4.345187], [-0.426556, 1.375645, 5.103496], [-0.537254, 3.896174, 3.574899], [1.060415, 3.283161, 1.860140], [1.094224, 1.610027, 2.387999], [3.334357, 1.907936, -1.935322], [1.683620, 2.574583, -2.072454], [1.155940, -0.146391, -2.912718], [1.840290, 1.119552, -3.977607], [3.529174, -0.075136, -4.345643], [4.100493, 0.124033, -2.825153], [3.429765, -0.469009, -0.795407], [2.693020, -0.467041, 0.844669], [0.385760, -1.337757, -0.646953], [1.755637, -1.924693, -1.669264], [1.801718, -2.502903, 1.417555], [1.017136, -3.545304, 0.145881], [3.087995, 4.290594, 1.065014], [4.140987, 4.031737, -0.171239], [5.293117, 2.199139, -0.181580], [-2.127557, 1.127445, 2.062739], [0.055649, -0.088686, 2.997948], [-0.179791, -1.240864, 1.566995], [-2.303102, -1.991892, 2.379643], [-1.294472, -1.706661, 3.844605], [-2.549491, -0.456547, 3.454331], [-1.380786, 6.191686, 0.890789], [-2.720224, 5.297085, 0.119196], [-3.051251, 4.132011, 2.514073], [-1.989651, 5.570728, 3.114872], [-4.820070, 5.631411, 1.815347], [-3.611059, 6.950124, 1.363709], [-4.038041, 6.717461, 3.114621], [-1.149245, 1.138580, -1.916849], [-0.166282, 1.986040, -3.126266], [-1.346999, -0.321378, -3.731571], [-2.578519, -2.558068, -3.911035], [-5.197032, -2.575445, -3.864556], [-6.470206, -0.311010, -3.688939], [-5.209622, 1.975071, -3.514274], [6.064799, -3.350348, 3.294998], [5.760339, -1.877038, 3.174505], [5.801182, -1.143166, 4.484585], [4.896230, -0.062875, 4.254432], [3.990470, -0.509084, 3.341333], [2.961487, 0.041667, 3.086432], [4.405568, -1.663602, 2.760757], [7.086588, -3.513644, 3.679038], [5.351462, -3.844723, 3.960997], [5.970208, -3.837218, 2.320579], [6.418946, -1.414077, 2.431989], [6.796904, -0.771958, 4.727262], [5.425508, -1.733639, 5.325175], [11.842099, -0.865061, 6.399291], [11.316580, -1.825002, 5.356401], [10.844224, -1.152555, 4.098975], [9.858856, -2.067581, 3.620879], [9.352046, -2.694025, 4.716192], [8.352666, -3.351616, 4.713877], [10.123607, -2.470702, 5.811447], [12.713902, -0.321245, 6.031538], [11.073179, -0.145516, 6.691027], [12.122864, -1.406057, 7.305122], [12.061740, -2.598360, 5.144248], [11.641422, -1.020774, 3.367761], [10.360141, -0.187931, 4.277323], [-8.621851, 0.019260, -0.899821], [-8.980331, -1.186628, -1.740558], [-10.226386, -1.890819, -1.284296], [-9.992597, -3.227731, -1.720234], [-8.640558, -3.401072, -1.721811], [-8.097304, -4.458428, -1.809424], [-7.992721, -2.208236, -1.605598], [-9.403384, 0.779966, -0.945288], [-8.464187, -0.262925, 0.144010], [-7.684298, 0.458581, -1.247905], [-9.039445, -0.907688, -2.798109], [-11.129489, -1.484397, -1.739699], [-10.347387, -1.899141, -0.197038], [-3.851377, -7.267291, -3.618745], [-3.965589, -6.260135, -4.740158], [-3.349960, -6.719697, -6.032000], [-2.988490, -5.485878, -6.650425], [-2.746670, -4.605218, -5.640691], [-2.204110, -3.552293, -5.777846], [-3.202091, -5.086180, -4.450807], [-4.377924, -8.191505, -3.863125], [-2.804700, -7.500984, -3.408519], [-4.270944, -6.857884, -2.697576], [-5.010242, -5.961701, -4.875534], [-4.048924, -7.277568, -6.655044], [-2.441879, -7.313878, -5.893479]], "atomic_forces_ev_per_a": [[0.202, 0.047, -0.730], [-0.310, 0.294, 0.559], [3.221, 0.122, 1.826], [-1.347, -0.643, 1.726], [-1.136, 0.004, -0.656], [5.446, -0.619, -3.127], [-1.267, 0.335, 0.213], [-0.476, 1.168, -1.651], [-0.290, 0.496, 0.131], [-0.785, 0.509, 1.617], [1.615, -1.119, -0.364], [-2.088, -0.002, -1.102], [-0.982, 0.855, 0.690], [-0.376, 0.591, 3.146], [0.831, -0.836, -0.061], [-0.964, 0.810, -0.907], [1.105, -0.816, 0.652], [0.114, 0.747, -0.020], [-2.021, -0.688, 0.826], [1.657, -0.499, 0.633], [1.985, 1.375, 2.670], [-1.816, -0.825, -2.183], [1.224, 1.254, 0.617], [0.364, -0.793, 0.636], [-0.488, -1.028, -1.142], [-1.057, 2.617, 1.699], [-0.827, 0.411, -1.128], [0.866, 0.127, 0.156], [-0.514, 0.476, -0.729], [-0.538, -1.880, -2.064], [-1.125, -0.723, 0.013], [0.303, -0.835, 1.187], [-0.633, -2.379, -0.218], [-1.804, -0.414, 0.211], [-1.752, 2.746, 0.470], [2.257, 2.265, 0.148], [1.768, -0.162, 0.022], [1.220, -2.478, -0.191], [6.682, 1.645, -3.147], [-2.823, -1.142, 1.886], [-3.525, -0.646, 1.158], [-1.505, 2.510, -1.501], [2.005, 0.655, 0.760], [-0.709, -2.301, -0.909], [0.118, -1.446, 2.181], [1.121, 1.733, 1.498], [-0.394, -0.953, -2.000], [-1.619, -1.159, -1.618], [-1.187, -0.944, -0.286], [-1.001, 0.684, -0.661], [-1.234, -0.446, 0.388], [0.639, -1.248, -0.144], [1.202, 0.633, 0.319], [-0.029, -0.543, 1.178], [-0.104, -0.217, 0.663], [-0.401, -0.206, -0.181], [-1.079, 0.269, 0.339], [-0.271, -0.069, -1.251], [1.049, -0.032, 0.429], [-0.406, 0.445, 1.155], [0.705, -0.272, -1.073], [1.136, 0.588, 0.318], [0.087, -0.391, -0.597], [-0.693, 0.101, -0.120], [-0.316, -0.471, 0.012], [0.695, 0.011, -1.060], [-0.359, 0.021, -1.130], [-0.054, 1.206, 0.298], [0.155, 1.102, 0.529], [-0.819, 0.542, -0.874], [0.499, -0.762, -0.652], [-0.360, -1.382, -0.297], [0.995, -0.753, 0.287], [0.700, 0.973, 0.129], [-0.492, -0.825, -0.802], [0.945, 0.615, 0.351], [-0.469, -0.845, 0.858], [-0.122, -0.708, -1.123], [-0.060, 1.196, -0.074], [-0.684, 0.713, 1.241], [-1.132, 0.080, -0.032], [-0.786, 1.390, 0.118], [0.387, 1.318, 0.100], [1.285, 0.217, -0.034], [0.654, -0.999, -0.126], [-0.162, -0.436, -0.523], [0.540, -1.173, 0.033], [0.374, 0.189, 0.228], [-0.404, -0.042, -0.249], [-0.322, 0.061, -0.182], [0.190, -0.276, 0.359], [-0.291, 0.825, 0.296], [-1.332, 0.169, -0.735], [0.011, 0.158, 0.056], [-0.039, 0.112, -0.002], [-0.071, 0.111, 0.065], [-0.151, 0.166, -0.013], [0.049, -0.126, -0.121], [-0.173, -0.133, 0.411], [0.646, 0.643, 0.558], [0.322, 0.208, -0.449], [-0.350, -0.251, 0.387], [-0.186, -0.282, 0.142], [1.744, 0.350, 0.936], [-0.447, -0.161, -0.623], [-0.034, -0.084, -0.042], [0.021, -0.016, -0.163], [0.092, 0.021, -0.107], [-0.096, 0.003, -0.088], [-0.180, -0.134, -0.086], [0.078, -0.031, 0.148], [0.456, 0.014, 0.027], [0.096, 1.055, 0.453], [-0.549, 0.086, -0.122], [0.461, -0.095, 0.041], [0.354, -0.520, -0.044], [-0.205, 0.392, -0.035], [-0.380, -0.646, -0.125], [0.005, -0.071, -0.071], [-0.136, -0.079, -0.072], [-0.109, 0.040, -0.047], [-0.076, -0.092, 0.020], [0.029, -0.216, -0.050], [0.127, 0.130, -0.020], [0.122, 0.234, 0.399], [-0.199, -0.803, 0.648], [-0.197, -0.291, -0.415], [0.113, 0.286, 0.354], [0.287, 0.484, -0.173], [-0.126, -0.638, -0.155], [0.173, 0.250, -0.586], [-0.021, 0.087, -0.046], [-0.036, -0.006, -0.167], [-0.093, -0.069, -0.099], [0.066, 0.022, -0.090], [0.074, 0.188, -0.101], [-0.069, -0.003, 0.164]], "lowdin_charge": [-0.015, -0.124, -0.123, -0.277, -0.080, -0.494, -0.150, -0.268, -0.014, -0.158, -0.156, -0.189, -0.080, 0.945, -0.170, -0.302, -0.509, 0.844, -0.259, -0.137, -0.335, 0.001, -0.276, 0.232, -0.091, -0.207, -0.198, -0.107, -0.084, -0.115, -0.301, 0.102, -0.131, -0.039, -0.048, -0.050, -0.069, -0.026, 0.816, -0.276, -0.278, -0.500, 0.098, 0.084, 0.100, 0.070, 0.071, 0.104, 0.102, 0.095, 0.101, 0.086, 0.098, 0.116, 0.066, 0.053, 0.106, 0.078, 0.077, 0.112, 0.111, 0.119, 0.031, 0.033, 0.045, 0.078, 0.090, 0.079, 0.052, 0.081, 0.065, 0.144, 0.111, 0.102, 0.100, 0.078, 0.078, 0.075, 0.075, 0.123, 0.100, 0.080, 0.097, 0.080, 0.092, -0.025, -0.326, -0.100, 0.065, -0.548, 0.096, 0.080, 0.039, 0.096, 0.090, 0.164, 0.132, 0.145, -0.021, -0.337, -0.100, 0.074, -0.509, 0.131, 0.100, 0.093, 0.093, 0.089, 0.162, 0.144, 0.142, -0.017, -0.351, -0.108, 0.064, -0.545, 0.157, 0.079, 0.092, 0.093, 0.080, 0.156, 0.141, 0.141, -0.021, -0.339, -0.105, 0.070, -0.538, 0.147, 0.076, 0.092, 0.092, 0.090, 0.162, 0.141, 0.141], "smiles": "C=CC[C@@](O[C@](CCN)(CCCF)P(N)O)([C@@H](Br)CC)[C@@](OC#N)(OCCC)N(CC(=O)c1ccccc1)S(=O)(=O)C(F)(F)F.C[C@@H]1COC(=O)O1.C[C@@H]1COC(=O)O1.C[C@@H]1COC(=O)O1.C[C@@H]1COC(=O)O1", "fmax_ev_per_a": 7.567, "lumo_ev": -0.36, "energy_ev": -191516.2381, "homo_ev": -7.11, "orbital_gap_ev": 6.75}